Entry from OMol25: a structure of composition C22H16Cl3MgN4O5S2 (ωB97M-V with the def2-TZVPD basis set).

Properties
Relative energy (zero: lowest compared OMol25 entry of this formula, charge and spin): 7.50 kcal per mole
Net charge: -1
Highest occupied orbital energy: -4.40 eV
E: -3820.42503 hartree
Spin multiplicity: 1

Atoms and positions in Å:
Cl: 4.2625 -4.4537 -0.4156
Cl: 2.8622 -6.6999 0.7912
Cl: 3.4278 -4.3243 2.3547
S: 2.0479 -0.2225 2.2917
S: -0.0696 -2.2922 2.4909
Mg: 0.1254 -0.4005 0.6829
O: 0.0456 1.4685 -0.2992
O: -3.7478 6.5445 0.2569
O: -1.3736 0.8778 1.2856
O: -4.9769 4.5937 0.3927
O: -1.3699 -1.6793 -0.1855
N: 0.7593 -3.7653 0.2162
N: 0.9825 -4.0307 5.6495
N: 4.1232 -1.1217 5.3047
N: 1.4845 -1.0088 -1.1617
C: 3.4256 -0.7742 -3.1380
C: 1.3814 -3.1427 5.0293
C: 1.9332 -2.0462 4.3038
C: -1.6341 3.0404 0.3455
C: 2.0786 -0.7099 -3.4523
C: -1.5322 5.4576 0.1904
C: 1.7400 -4.3461 0.3478
C: -0.9401 1.7166 0.4580
C: -3.0341 3.0655 0.4114
C: -2.0435 -1.9851 -1.3976
C: -3.6345 4.2940 0.3586
C: -0.9018 4.2091 0.2233
C: 1.1325 -0.8128 -2.4418
C: 3.0116 -4.9311 0.7570
C: 1.3480 -1.5605 3.1361
C: -2.9005 5.4622 0.2638
C: 2.7860 -1.0949 -0.8718
C: -5.0571 6.0125 0.4360
C: 3.7884 -0.9748 -1.8202
C: -0.3334 -0.6983 -2.7466
C: 3.1359 -1.5015 4.8426
C: -1.0884 -2.0362 -2.5767
H: -5.4516 6.3282 1.4072
H: -2.7822 -1.1973 -1.5558
H: -0.7379 0.0372 -2.0483
H: 4.1769 -0.6634 -3.9101
H: -0.4580 -0.3101 -3.7568
H: -2.5719 -2.9358 -1.2933
H: 4.8248 -1.0308 -1.5179
H: -0.9705 6.3786 0.1190
H: -1.6562 -2.2644 -3.4817
H: -0.3793 -2.8511 -2.4119
H: 0.1765 4.1449 0.1718
H: -3.5962 2.1470 0.5056
H: 3.0244 -1.2454 0.1749
H: -0.8928 -2.4710 0.1238
H: 1.7571 -0.5645 -4.4753
H: -5.7076 6.3687 -0.3650


Entry from OMol25: an isolated molecule of C33H35N3O7 (ωB97M-V with the def2-TZVPD basis set).

Properties
Relative energy (zero: lowest compared OMol25 entry of this formula, charge and spin): 0.06 kcal per mole
Highest occupied orbital energy: -7.56 eV
E: -1969.45429 hartree
SMILES: CCOC(=O)[C@@H]1CCCN(C(=O)c2ccc3nc(-c4ccc(OC)c(OC)c4)c(-c4ccc(OC)c(OC)c4)nc3c2)C1
Spin multiplicity: 1

Atoms and positions in Å:
O: -0.2046 0.0688 7.6130
O: 4.4505 -0.4594 -6.4519
O: 2.5615 -1.7777 -4.3086
O: 3.9565 1.0078 -4.8291
O: -6.4801 -1.3295 3.2380
O: -5.3035 -3.1461 1.3141
O: 1.2409 2.0840 6.1114
N: 0.9563 0.2466 1.4081
N: 1.0311 -0.2623 -4.9857
N: -1.0967 -0.9155 -0.0527
C: -0.1771 -0.0709 3.4584
C: -3.1391 0.1290 2.6622
C: 1.9932 2.9829 5.3347
C: 1.7961 2.0754 -6.4519
C: -3.3990 -1.8467 1.3443
C: 5.5648 -0.9518 -5.7029
C: -5.2131 -1.1214 2.7521
C: 1.0928 0.0535 0.0830
C: -6.6618 -3.4222 1.5687
C: 2.2611 0.4712 -0.5831
C: 0.0817 -0.6362 -0.6413
C: 0.5378 0.9398 8.4364
C: -1.2543 -0.6324 1.2171
C: -4.6899 -2.0404 1.8207
C: 6.7562 -0.0076 -5.7661
C: 1.2132 2.1673 -5.0407
C: -0.8305 -1.0214 4.2354
C: -0.1516 -0.1397 1.9969
C: -7.0043 -0.4237 4.1757
C: 0.5272 0.9499 4.0933
C: 3.6963 0.4698 -5.8750
C: 2.4332 0.1682 -1.9048
C: -2.6040 -0.7889 1.7661
C: 1.4521 -0.4080 -6.3597
C: -0.7881 -0.9174 5.6081
C: 0.3089 0.9680 -4.7481
C: 1.7452 -0.9168 -4.0337
C: -0.1119 0.1158 6.2560
C: 2.4489 0.7140 -6.7118
C: 1.4487 -0.5515 -2.6131
C: 0.2915 -0.9546 -1.9954
C: 0.5682 1.0701 5.4731
C: -4.4238 -0.0428 3.1379
H: -7.9968 -0.8016 4.4179
H: 2.7581 2.4661 4.7473
H: 5.2428 -1.1041 -4.6681
H: 6.5064 0.9411 -5.2979
H: -4.8137 0.6842 3.8317
H: -1.2821 -1.6456 6.2316
H: -6.8426 -3.6398 2.6233
H: 3.0098 1.0088 -0.0222
H: 1.6109 0.8494 8.2555
H: -2.5652 0.9853 2.9804
H: 0.6431 3.0913 -4.9345
H: -6.8858 -4.3069 0.9725
H: -0.5611 0.9780 -5.4144
H: 0.5738 -0.3424 -7.0081
H: 1.3562 3.5712 4.6664
H: -0.4726 -1.5046 -2.5236
H: -1.3471 -1.8478 3.7740
H: 0.9985 2.2169 -7.1864
H: 7.0409 0.1718 -6.8005
H: -3.0117 -2.5558 0.6310
H: 0.3141 0.6237 9.4554
H: 2.7324 0.6171 -7.7631
H: -0.0420 0.9966 -3.7165
H: -7.3079 -2.5998 1.2539
H: 2.4745 3.6490 6.0497
H: 7.5965 -0.4499 -5.2386
H: -6.3988 -0.3889 5.0870
H: 2.0283 2.1780 -4.3176
H: 1.9227 -1.3864 -6.4743
H: 3.3246 0.4728 -2.4332
H: 5.7990 -1.9154 -6.1587
H: 2.5316 2.8690 -6.5939
H: -7.0952 0.5845 3.7584
H: 0.2362 1.9805 8.3033
H: 1.0415 1.6564 3.4633


Entry from OMol25: a structure of composition C9H21N6O9Sr (ωB97M-V with the def2-TZVPD basis set).

Properties
Relative energy (zero: lowest compared OMol25 entry of this formula, charge and spin): 84.06 kcal per mole
Net charge: -1
Highest occupied orbital energy: -3.99 eV
E: -1392.22626 hartree
Spin multiplicity: 1

Atoms and positions in Å:
Sr: 16.2002 -2.0971 -16.2716
O: 16.2808 -0.1300 -17.8862
O: 15.9797 -3.3129 -18.6262
O: 16.8611 -4.7635 -15.7524
O: 16.0477 -0.0834 -14.9889
O: 16.7522 -3.3689 -14.2150
O: 18.6922 -3.0540 -17.1859
O: 18.6792 -1.0494 -16.3938
O: 16.6968 -4.6148 -20.1953
O: 13.5629 -2.3052 -16.3971
N: 15.2448 1.8894 -14.6499
N: 13.0057 -2.8008 -18.4475
N: 17.9736 0.8907 -18.7281
N: 16.1252 2.0061 -18.5574
N: 16.3574 0.9139 -13.0442
N: 11.4925 -2.4557 -17.0359
C: 15.8636 0.8727 -14.2665
C: 15.8025 -2.4508 -20.9210
C: 16.7036 0.8142 -18.5045
C: 12.7368 -2.4592 -17.2549
C: 20.5437 -1.6985 -17.7286
C: 17.6664 -5.5065 -13.5674
C: 16.1740 -3.5383 -19.8263
C: 17.1028 -4.5316 -14.5467
C: 19.2527 -1.9835 -17.0463
H: 16.5709 2.7576 -19.0641
H: 16.8861 -6.1825 -13.2178
H: 15.1458 2.1984 -18.4030
H: 16.6998 -2.0392 -21.3831
H: 18.1738 -5.1019 -12.6916
H: 15.0594 -2.9050 -21.5764
H: 20.3383 -1.5585 -18.7899
H: 18.3796 -6.1655 -14.0625
H: 12.1630 -2.7388 -19.0007
H: 16.1939 1.6492 -12.3715
H: 14.9497 2.6835 -14.1000
H: 21.1593 -2.5934 -17.6378
H: 18.4084 0.1043 -18.2669
H: 18.2570 1.7984 -19.0683
H: 20.9067 -0.7699 -17.2881
H: 16.8314 0.0531 -12.8107
H: 15.3272 -1.5898 -20.4511
H: 14.9605 2.0412 -15.6071
H: 10.7898 -2.6283 -17.7406
H: 11.2366 -2.0844 -16.1322
H: 13.9511 -2.7434 -18.7982


Entry from OMol25: a structure of composition C14H27Cl2N2O2P2Y (ωB97M-V with the def2-TZVPD basis set).

Properties
Net charge: +2
Highest occupied orbital energy: -15.39 eV
E: -2450.69605 hartree
Spin multiplicity: 1

Atoms and positions in Å:
Y: 0.4214 0.0780 -0.8065
Cl: -0.8555 0.3690 -4.6806
Cl: -1.9908 -0.1274 -1.1088
P: -0.1361 2.8954 -0.6960
P: 0.1302 -2.7989 -0.3024
O: 1.6618 0.2678 -4.0401
O: -2.5960 -1.3097 4.2151
N: 0.2666 0.0822 1.5255
N: -1.4011 -0.6445 6.0274
C: -0.0421 3.5086 -2.4220
C: -0.6842 -0.3072 2.4169
C: -1.5841 -0.7832 4.6718
C: -0.4807 -0.2529 3.7966
C: 1.1993 0.0096 -6.4306
C: 1.4608 0.5381 2.0034
C: 0.7276 0.2757 4.2845
C: -1.4450 -3.5680 0.2550
C: 0.8847 0.2120 -4.9783
C: 1.2457 -3.8223 0.7283
C: -1.8013 3.5555 -0.2858
C: 1.6966 0.6777 3.3756
C: 0.3063 -3.6928 -1.8943
C: 0.8647 4.1896 0.1298
H: -1.9940 3.4533 0.7901
H: 2.2817 0.0203 -6.5896
H: 0.8009 -0.9542 -6.7770
H: 0.1114 -4.7637 -1.7243
H: 0.7367 0.7993 -7.0356
H: 1.9128 4.1067 -0.1762
H: 0.8962 0.3764 5.3568
H: 2.2038 0.7937 1.2419
H: -2.2806 -3.2127 -0.3614
H: -2.5730 3.0235 -0.8561
H: -1.3386 -4.6604 0.1367
H: -0.4241 -3.3048 -2.6170
H: 0.4702 5.1727 -0.1699
H: 2.2847 -3.6794 0.4137
H: 1.3258 -3.5666 -2.2805
H: -0.5587 -0.2709 6.4386
H: 1.1307 -3.5483 1.7840
H: -0.2515 4.5897 -2.4134
H: -1.8072 4.6268 -0.5553
H: -2.1045 -0.9940 6.6663
H: 0.9640 -4.8781 0.5970
H: -1.6168 -0.6777 1.9819
H: 0.7866 4.0841 1.2182
H: 2.6428 1.1085 3.6988
H: -0.7829 2.9973 -3.0508
H: 0.9697 3.3429 -2.8140
H: -1.6349 -3.3367 1.3125


Entry from OMol25: an isolated molecule of C26H22N2O2 (ωB97M-V with the def2-TZVPD basis set).

Properties
Relative energy (zero: lowest compared OMol25 entry of this formula, charge and spin): 74.54 kcal per mole
Highest occupied orbital energy: -6.95 eV
E: -1263.92042 hartree
Spin multiplicity: 1

Atoms and positions in Å:
O: 1.2480 2.5261 2.9916
O: -0.3891 -1.8678 2.1523
N: -1.1929 1.5122 4.7849
N: -2.0096 2.4541 6.7864
C: -1.4103 1.4755 7.6663
C: -3.6047 5.7313 3.2517
C: 3.6206 0.7016 2.1495
C: 1.1451 1.3691 2.5618
C: -2.9040 -0.8976 3.1526
C: -4.1341 -1.5071 2.8791
C: -3.5513 1.0168 1.8571
C: -2.6385 0.4147 2.7544
C: -1.3174 1.1375 3.2092
C: 0.2645 -0.8151 2.1147
C: 2.2399 0.4749 2.1056
C: -0.3080 0.6796 5.5291
C: -0.0750 0.5647 2.5641
C: -2.2467 5.4185 3.0967
C: -3.7455 4.1333 5.0845
C: -1.8500 2.4824 5.4422
C: -4.3295 5.0891 4.2601
C: -4.7803 0.3929 1.5902
C: -1.6734 4.3723 3.8251
C: 2.6109 -1.8426 1.5311
C: 4.4781 -0.3315 1.7557
C: 3.9830 -1.5964 1.4374
C: -0.9178 0.2890 6.8603
C: 1.7334 -0.7891 1.8047
C: -5.0754 -0.8872 2.0488
C: -2.4354 3.6728 4.7923
H: -2.1580 1.1664 8.4098
H: 0.6921 1.1563 5.6733
H: -3.3336 1.9815 1.3827
H: -0.1275 -0.1975 7.4240
H: -0.6502 4.0976 3.6453
H: 4.6748 -2.3937 1.1323
H: -2.5656 3.1869 7.2275
H: 5.5477 -0.1435 1.7024
H: 2.2185 -2.8400 1.3777
H: 3.9899 1.6717 2.4644
H: -0.1645 -0.1884 4.9010
H: -2.1286 -1.4498 3.6727
H: -5.5298 0.9034 0.9679
H: -4.3307 -2.4898 3.2867
H: -6.0472 -1.3393 1.8854
H: -1.6674 5.9349 2.3544
H: -1.3786 2.1448 2.8484
H: -1.7671 -0.4117 6.6736
H: -4.0815 6.4753 2.6070
H: -4.3001 3.6909 5.9096
H: -0.5890 1.9721 8.2262
H: -5.4059 5.3223 4.3819